{"formula": "CH3O4P", "method": "the ωB97M-V functional and the def2-TZVPD basis", "symbols": ["O", "C", "O", "P", "O", "O", "H", "H", "H"], "positions_angstrom": [[3.311335, -0.496962, 1.152475], [2.166067, -0.537311, 1.291291], [1.210597, 0.538437, 0.332661], [-0.398911, 0.224128, 0.402040], [-0.921089, 1.680252, 0.018240], [-0.595235, -0.454650, -1.096461], [1.461305, -1.081392, 1.895474], [-0.567119, 1.938876, -0.844053], [-0.577699, -1.409449, -1.120402]], "forces_ev_per_a": [[-0.1, -0.1, 0.1], [-1.8, 2.8, -2.5], [1.9, -2.5, 2.2], [0.7, -0.6, -0.2], [-0.3, 0.4, -0.1], [-0.1, 0.5, 0.1], [-0.2, -0.3, 0.4], [0.0, 0.2, -0.1], [0.0, -0.3, 0.1]], "lumo_ev": 0.387, "e_tot_ha": -682.2514, "total_charge": 0, "spin_multiplicity": 1, "e_homo_ev": -9.6, "smiles": "O=COP(O)O", "relative_energy_kcal_mol": 26.9}

{"formula": "C65H68AsN4O2RhS2", "method": "the ωB97M-V functional and the def2-TZVPD basis", "symbols": ["Rh", "C", "C", "N", "N", "C", "S", "S", "C", "C", "C", "C", "C", "C", "C", "C", "C", "C", "C", "C", "C", "O", "H", "H", "H", "H", "H", "H", "H", "H", "H", "H", "H", "H", "H", "H", "C", "C", "C", "C", "C", "C", "C", "C", "C", "C", "C", "C", "N", "C", "C", "C", "C", "C", "C", "C", "N", "C", "C", "C", "C", "C", "C", "C", "C", "C", "C", "C", "C", "H", "H", "H", "H", "H", "H", "H", "H", "H", "H", "H", "H", "H", "H", "H", "H", "H", "H", "H", "H", "H", "H", "H", "H", "H", "H", "H", "H", "H", "H", "H", "H", "H", "H", "H", "H", "H", "H", "H", "O", "As", "C", "C", "C", "C", "C", "C", "C", "C", "C", "C", "C", "C", "C", "C", "C", "C", "C", "C", "H", "H", "H", "H", "H", "H", "H", "H", "H", "H", "H", "H", "H", "H", "H"], "positions_angstrom": [[0.489541, -0.578953, -0.455810], [0.073877, -3.492211, 3.167749], [0.551883, -2.326734, 2.323919], [-0.056995, -2.042838, 1.206848], [-1.221847, -2.763249, 0.970059], [-1.621348, -2.878140, -0.239388], [-0.794669, -2.340413, -1.657998], [-3.131123, -3.799386, -0.425322], [-4.011053, -2.773878, -1.652528], [-5.303273, -2.132768, -1.173483], [-5.591811, -1.870872, 0.163283], [-6.785597, -1.254589, 0.523082], [-7.711467, -0.893009, -0.445309], [-7.434486, -1.151650, -1.780725], [-6.242955, -1.765905, -2.136961], [1.719394, -1.600105, 2.811233], [2.199981, -1.926476, 4.100136], [3.320355, -1.358358, 4.649906], [4.043410, -0.423458, 3.892880], [3.610371, -0.070078, 2.645699], [2.437157, -0.619947, 2.056961], [2.136592, -0.231506, 0.867590], [-0.699378, -4.040664, 2.652166], [-0.329838, -3.135251, 4.115784], [0.906982, -4.160020, 3.384000], [-4.219865, -3.411595, -2.509288], [-3.300995, -2.012369, -1.977139], [-4.881852, -2.158920, 0.929139], [-6.992443, -1.065793, 1.570401], [-8.642226, -0.417148, -0.160520], [-8.153222, -0.885414, -2.547004], [-6.030912, -1.966808, -3.183643], [1.663433, -2.655758, 4.692782], [3.644270, -1.638149, 5.645171], [4.944975, 0.023058, 4.297352], [4.159887, 0.643790, 2.039762], [2.043769, -4.510465, 0.232666], [2.797147, -3.202516, -0.018377], [3.947444, -3.016369, 0.978124], [3.328787, -3.120580, -1.438244], [4.223151, -4.105724, -1.839891], [4.837618, -4.074574, -3.076416], [4.520563, -3.055456, -3.951739], [3.597028, -2.069558, -3.620952], [3.253471, -1.060705, -4.711425], [2.859741, -1.796156, -5.997847], [4.414591, -0.101085, -4.993753], [3.017215, -2.080820, -2.331174], [2.158441, -0.987471, -1.956904], [2.685548, 0.177421, -2.004633], [2.012745, 1.476326, -2.018891], [2.894339, 2.565877, -2.114692], [2.472734, 3.840449, -2.402303], [1.112780, 4.060809, -2.666588], [0.214057, 3.033606, -2.565404], [0.599954, 1.725482, -2.157983], [-0.347639, 0.771682, -1.895106], [-1.656334, 0.908698, -2.486553], [-2.793218, 1.432716, -1.832907], [-3.984906, 1.532619, -2.549047], [-4.086815, 1.166759, -3.876869], [-2.977053, 0.636808, -4.501048], [-1.776123, 0.472678, -3.821385], [-0.634404, -0.208108, -4.554587], [-1.115005, -1.515596, -5.194540], [-0.017216, 0.729739, -5.600672], [-2.875194, 1.916916, -0.398535], [-2.864239, 0.719254, 0.559028], [-1.857910, 3.007396, -0.065784], [1.747723, -4.574841, 1.283470], [2.656768, -5.385660, 0.004256], [1.140633, -4.556294, -0.383325], [2.093608, -2.398508, 0.128623], [4.685895, -3.817044, 0.870820], [3.577518, -3.023939, 2.005978], [4.452821, -2.061726, 0.808877], [4.470603, -4.897988, -1.145041], [5.553365, -4.837363, -3.357672], [4.997582, -3.023744, -4.924688], [2.403229, -0.465389, -4.389818], [3.706793, -2.345872, -6.412218], [2.526737, -1.088206, -6.761017], [2.060062, -2.511080, -5.803767], [5.277065, -0.640782, -5.393119], [4.733806, 0.419656, -4.086792], [4.114971, 0.651177, -5.729725], [3.766244, 0.244646, -2.157640], [3.954115, 2.371975, -1.983017], [3.181825, 4.655496, -2.458037], [0.769918, 5.047532, -2.951927], [-0.837001, 3.206872, -2.756404], [-4.853641, 1.933649, -2.038692], [-5.020387, 1.288279, -4.414141], [-3.042507, 0.337472, -5.540852], [0.127331, -0.467971, -3.818730], [-1.951340, -1.350010, -5.876554], [-1.433933, -2.221660, -4.423014], [-0.313264, -1.975194, -5.770290], [-0.752651, 0.981842, -6.370868], [0.837300, 0.256984, -6.091236], [0.323783, 1.661912, -5.143981], [-3.856992, 2.381138, -0.302692], [-3.680610, 0.038765, 0.310227], [-1.926463, 0.178593, 0.504482], [-2.985348, 1.051354, 1.592069], [-0.848148, 2.614019, -0.005294], [-2.093492, 3.442293, 0.900311], [-1.892507, 3.804114, -0.815566], [-0.342767, 0.976670, 1.940721], [-0.153952, 1.747162, 3.376693], [1.488773, 2.747914, 3.418104], [2.200885, 3.107649, 4.555735], [3.350264, 3.874161, 4.429410], [3.781634, 4.285038, 3.174025], [3.063158, 3.931444, 2.037888], [1.915314, 3.160898, 2.159378], [-0.538830, 0.567606, 4.848770], [-0.173906, 0.794164, 6.171151], [-0.628744, -0.061220, 7.164370], [-1.463067, -1.124583, 6.841237], [-1.840548, -1.338708, 5.520664], [-1.373719, -0.495781, 4.521182], [-1.494880, 3.130720, 3.645903], [-2.795923, 2.754744, 3.969910], [-3.783517, 3.717469, 4.116647], [-3.474280, 5.061604, 3.942763], [-2.178310, 5.440140, 3.620327], [-1.188371, 4.476562, 3.473715], [1.881004, 2.782833, 5.536270], [3.914650, 4.146405, 5.313448], [4.684141, 4.878646, 3.081798], [3.397026, 4.246262, 1.056389], [1.362433, 2.845677, 1.280820], [0.456920, 1.632020, 6.437832], [-0.336979, 0.106869, 8.194444], [-1.820334, -1.786533, 7.621735], [-2.493749, -2.164764, 5.265917], [-1.634533, -0.665750, 3.479936], [-3.041753, 1.708397, 4.098412], [-4.794812, 3.420756, 4.366315], [-4.246838, 5.813715, 4.054646], [-1.937155, 6.486814, 3.477054], [-0.180448, 4.776069, 3.217059]], "forces_ev_per_a": [[-0.6, -0.1, 0.2], [-0.1, 0.2, -0.1], [-0.4, -0.2, -0.1], [0.2, -0.1, -0.1], [-0.3, 0.0, 0.5], [0.2, 0.1, -0.1], [0.2, 0.0, 0.2], [-0.2, 0.1, 0.0], [-0.1, -0.1, 0.2], [0.0, -0.1, 0.0], [0.0, 0.0, -0.1], [0.0, 0.0, 0.0], [0.0, 0.0, 0.1], [0.0, 0.0, 0.0], [0.1, 0.0, 0.0], [0.1, 0.3, 0.0], [-0.1, 0.0, 0.0], [0.1, 0.1, 0.0], [-0.1, 0.0, 0.1], [-0.1, 0.2, -0.1], [-0.2, -0.1, 0.4], [-0.2, 0.1, -0.6], [-0.1, -0.1, -0.1], [0.0, 0.0, 0.0], [0.0, 0.0, 0.0], [0.0, 0.0, -0.1], [0.0, 0.1, 0.0], [0.0, 0.0, 0.0], [0.0, 0.0, 0.0], [0.0, 0.0, 0.0], [0.0, 0.0, 0.0], [0.0, 0.0, 0.1], [0.0, 0.1, 0.0], [0.0, 0.0, -0.1], [0.0, 0.0, 0.0], [-0.1, 0.0, 0.1], [-0.1, 0.0, -0.1], [0.2, -0.2, -0.1], [0.1, -0.1, -0.1], [-0.3, 0.1, 0.2], [0.1, 0.0, 0.0], [0.0, 0.0, 0.0], [0.0, 0.0, 0.0], [-0.1, 0.2, 0.1], [0.2, -0.1, 0.0], [-0.1, 0.1, 0.0], [-0.1, 0.1, 0.0], [0.3, 0.0, -0.1], [0.1, 0.1, 0.1], [0.2, -0.1, -0.3], [-0.3, 0.1, 0.1], [0.1, -0.2, 0.0], [-0.3, 0.2, 0.0], [0.3, 0.0, 0.0], [-0.1, -0.3, 0.0], [0.1, 0.3, -0.3], [0.4, 0.1, 0.6], [-0.2, 0.0, -0.3], [0.1, 0.1, 0.1], [0.0, 0.0, -0.1], [0.0, 0.0, 0.0], [0.0, 0.0, 0.0], [0.2, -0.1, 0.1], [-0.1, 0.0, -0.1], [0.0, 0.0, 0.1], [0.0, 0.0, 0.0], [0.3, -0.2, 0.1], [-0.2, 0.2, -0.1], [-0.1, -0.1, -0.1], [0.0, 0.0, -0.1], [0.0, 0.0, 0.0], [0.1, 0.0, 0.0], [0.0, 0.1, 0.0], [0.0, 0.0, 0.0], [0.1, -0.1, -0.1], [0.0, -0.1, 0.0], [0.0, 0.0, 0.0], [0.0, 0.0, 0.0], [0.0, 0.0, 0.0], [-0.2, 0.0, 0.0], [0.0, 0.0, 0.0], [0.0, 0.0, 0.0], [0.0, 0.0, 0.0], [0.0, 0.0, 0.0], [0.0, 0.0, -0.1], [0.0, -0.1, 0.0], [0.0, 0.1, 0.0], [-0.1, 0.0, 0.0], [0.0, 0.0, 0.0], [0.0, 0.0, 0.0], [0.1, 0.0, 0.0], [0.0, 0.0, 0.0], [0.0, 0.0, 0.0], [0.0, 0.0, 0.1], [0.1, 0.0, 0.0], [0.1, 0.0, 0.0], [0.0, 0.1, -0.1], [0.1, 0.0, 0.0], [0.0, 0.0, 0.0], [-0.1, 0.0, 0.0], [0.0, 0.0, 0.0], [-0.1, 0.0, 0.0], [0.0, 0.0, 0.0], [0.1, -0.1, 0.0], [0.0, 0.0, 0.0], [0.1, 0.0, 0.0], [0.0, 0.1, 0.2], [0.0, 0.0, 0.1], [0.1, 0.1, 0.1], [-0.3, 0.3, 0.0], [0.1, -0.2, 0.0], [0.0, 0.0, -0.1], [0.1, 0.0, 0.0], [0.0, 0.0, 0.0], [0.0, 0.0, 0.1], [0.1, -0.1, 0.0], [0.1, 0.0, 0.0], [0.0, 0.0, 0.0], [0.0, 0.0, 0.0], [0.0, 0.0, -0.1], [0.0, 0.0, 0.1], [0.1, -0.1, -0.1], [0.0, 0.0, 0.0], [0.0, 0.1, -0.1], [0.0, 0.0, 0.0], [0.0, 0.0, 0.0], [0.0, 0.0, 0.0], [0.0, 0.0, 0.0], [0.0, 0.0, 0.0], [0.0, 0.0, 0.0], [-0.1, 0.0, 0.0], [0.0, 0.0, 0.0], [0.0, 0.0, 0.0], [0.0, 0.0, 0.0], [0.0, 0.0, 0.0], [0.0, 0.0, 0.0], [0.0, 0.0, 0.0], [0.0, 0.0, 0.0], [0.0, 0.0, 0.0], [0.0, 0.0, 0.0], [0.0, 0.0, 0.0], [0.0, 0.0, 0.0], [0.0, 0.0, 0.0]], "lumo_ev": [-0.064, -1.996], "e_tot_ha": -6029.8139, "total_charge": 0, "spin_multiplicity": 5, "e_homo_ev": [-6.9, -7.0], "s2": 6.044, "relative_energy_kcal_mol": 0.0}

{"formula": "C4H5NO2", "method": "the ωB97M-V functional and the def2-TZVPD basis", "symbols": ["O", "C", "C", "C", "O", "H", "H", "H", "H", "C", "N", "H"], "positions_angstrom": [[1.080334, 1.369004, 2.424342], [0.321990, 1.350529, 1.488633], [-0.218764, 0.073844, 0.871352], [0.850763, -0.180422, -0.163554], [0.888304, 0.405091, -1.221526], [0.056594, 2.265538, 0.920987], [-0.283018, -0.735715, 1.601170], [-1.180423, 0.245577, 0.386149], [1.666999, -0.857623, 0.155227], [-1.057789, -1.305573, -2.185745], [-1.623973, -1.808003, -1.314527], [-0.501018, -0.822246, -2.962509]], "forces_ev_per_a": [[-0.4, 0.1, -0.3], [0.3, 0.1, 0.3], [0.0, 0.0, 0.0], [0.1, 0.2, -0.3], [0.1, -0.3, 0.4], [0.0, 0.0, 0.2], [0.1, 0.2, -0.1], [0.1, 0.0, 0.0], [-0.1, 0.0, -0.1], [-0.6, -0.5, 0.7], [0.5, 0.5, -1.0], [-0.1, -0.1, 0.1]], "lumo_ev": 0.253, "e_tot_ha": -360.5950, "total_charge": 0, "spin_multiplicity": 1, "e_homo_ev": -10.2, "smiles": "O=CCC=O.C#N", "relative_energy_kcal_mol": 46.7}

{"formula": "C4H9NO4", "method": "the ωB97M-V functional and the def2-TZVPD basis", "symbols": ["C", "C", "C", "C", "O", "O", "N", "O", "O", "H", "H", "H", "H", "H", "H", "H", "H", "H"], "positions_angstrom": [[1.677259, -0.581582, 1.096206], [0.276180, -0.987147, 0.663694], [-0.634149, -1.135091, 1.855934], [-0.228965, 0.176811, -0.436098], [0.481956, 0.048119, -1.507397], [-2.376979, 3.375819, -3.803221], [-1.243529, 3.170889, -3.267264], [-0.346497, 4.034495, -3.265844], [0.241195, -2.209017, -0.068945], [1.622308, 0.389330, 1.610002], [2.162610, -1.269328, 1.792941], [2.285850, -0.404339, 0.207786], [-0.671196, -0.235923, 2.479835], [-1.675396, -1.309081, 1.558127], [-0.351744, -1.928092, 2.577199], [-1.253277, -0.206648, -0.674807], [-0.104490, 1.076705, 0.220375], [0.138865, -2.005921, -1.038523]], "forces_ev_per_a": [[0.0, 0.5, -0.1], [0.0, 0.8, -0.8], [-0.9, 0.2, 0.7], [-0.8, -3.1, 4.3], [1.4, 0.9, -2.2], [3.7, -1.9, 2.3], [-1.6, 5.5, -2.9], [-2.1, -3.6, 0.7], [-0.1, 0.1, -1.2], [-0.1, -0.2, 0.0], [-0.1, -0.2, -0.3], [0.2, -0.3, 0.1], [0.2, 0.2, -0.2], [0.2, -0.2, -0.1], [0.1, 0.1, -0.8], [-0.2, 1.3, 0.2], [-0.5, 0.1, -1.2], [0.5, -0.4, 1.5]], "lumo_ev": [-2.392, -3.101], "e_tot_ha": -513.2732, "total_charge": 0, "spin_multiplicity": 1, "e_homo_ev": [-9.5, -9.7], "relative_energy_kcal_mol": 191.0}

{"formula": "C12H12OSi", "method": "the ωB97M-V functional and the def2-TZVPD basis", "symbols": ["C", "C", "C", "C", "C", "C", "C", "C", "C", "C", "C", "C", "O", "Si", "H", "H", "H", "H", "H", "H", "H", "H", "H", "H", "H", "H"], "positions_angstrom": [[-4.222267, -0.812102, -0.219936], [4.164698, -0.894294, 0.203958], [-3.847550, 0.044832, 0.858660], [-3.192771, -1.264005, -1.071762], [2.990328, -1.681728, 0.320094], [4.095190, 0.372382, -0.275055], [-2.596075, 0.551788, 0.952960], [-1.879323, -0.838743, -0.868735], [1.786485, -1.040851, 0.336641], [2.834304, 0.966639, -0.462742], [-1.604653, 0.217886, 0.044654], [1.684954, 0.358333, -0.059543], [0.012256, 2.585276, -0.837261], [0.028803, 1.162228, 0.001909], [-5.315841, -1.171470, -0.244046], [5.195702, -1.334632, 0.234158], [-4.552247, 0.308688, 1.613784], [-3.374451, -1.993285, -1.871880], [3.103923, -2.766202, 0.480393], [4.947008, 0.996707, -0.559032], [-2.408191, 1.359262, 1.681842], [-0.986947, -1.114970, -1.507930], [0.809335, -1.580218, 0.502308], [2.671208, 1.958494, -0.841725], [-0.786105, 3.208772, -0.871967], [0.442234, 2.401220, 2.460256]], "forces_ev_per_a": [[-0.2, -0.1, 1.2], [1.3, -1.6, -1.0], [-1.5, -1.5, -1.4], [-0.3, -0.5, 0.1], [1.1, -0.2, 1.0], [-0.8, 1.9, -0.6], [1.1, 1.9, 0.4], [1.3, 1.6, -0.5], [-2.1, 0.8, -0.8], [0.1, 0.7, 0.3], [0.7, -1.1, -0.4], [-0.7, -2.8, 0.3], [-1.6, 0.6, -0.2], [0.0, 1.9, 2.2], [2.0, 0.5, -0.3], [-1.2, 0.1, 0.3], [-0.6, 0.2, 0.2], [-0.1, 0.4, 0.4], [-0.3, 0.7, 0.1], [0.0, -0.6, 0.3], [0.1, -0.7, -0.2], [-1.5, -0.2, 0.5], [1.3, 0.4, 0.0], [0.7, 0.5, -0.2], [1.8, -1.7, 0.3], [-0.5, -1.0, -1.8]], "lumo_ev": [-0.161, -0.160], "e_tot_ha": -829.0960, "total_charge": 0, "spin_multiplicity": 1, "e_homo_ev": [-7.2, -7.2], "relative_energy_kcal_mol": 26.1}

{"formula": "C3H7O", "method": "the ωB97M-V functional and the def2-TZVPD basis", "symbols": ["C", "C", "C", "O", "H", "H", "H", "H", "H", "H", "H"], "positions_angstrom": [[0.980574, -0.798831, -0.438710], [0.073812, -0.059480, 0.541195], [-1.039940, 0.821515, -0.001212], [-1.669934, 1.707019, 0.778061], [1.466675, -0.036122, -1.125986], [0.405716, -1.512032, -0.991702], [1.773924, -1.284816, 0.145582], [-0.324252, -0.852689, 1.214721], [0.584414, 0.467474, 1.374940], [-0.463293, 1.354002, -0.812777], [-1.787697, 0.193959, -0.684112]], "forces_ev_per_a": [[0.9, 2.1, 0.3], [-0.5, -1.4, 2.5], [-0.7, 1.0, -2.0], [0.2, -0.7, 0.6], [-0.5, -1.0, 0.5], [-0.2, -0.5, -0.5], [-0.1, -0.1, -0.4], [-0.5, -0.1, -0.4], [0.4, 0.5, -1.0], [0.1, 0.2, -0.4], [0.9, 0.1, 1.0]], "lumo_ev": 4.448, "e_tot_ha": -193.7020, "total_charge": -1, "spin_multiplicity": 1, "e_homo_ev": -1.9, "smiles": "CCC[O-]", "relative_energy_kcal_mol": 18.2}

{"formula": "C2H9BN", "method": "the ωB97M-V functional and the def2-TZVPD basis", "symbols": ["B", "C", "N", "C", "H", "H", "H", "H", "H", "H", "H", "H", "H"], "positions_angstrom": [[1.432212, -0.654731, -0.095960], [0.617227, 0.785122, -0.077128], [-0.702448, 0.784374, 0.631340], [-1.648339, -0.049997, -0.097227], [1.312482, -1.256973, -1.171808], [0.974188, -1.378724, 0.808587], [2.639379, -0.478223, 0.123080], [1.214571, 1.577718, 0.389936], [0.395015, 1.154050, -1.089420], [-0.512581, 0.290399, 1.501490], [-1.871072, 0.425278, -1.059214], [-2.589825, -0.144334, 0.454075], [-1.260810, -1.053958, -0.317753]], "forces_ev_per_a": [[0.0, 0.0, 0.0], [0.0, 0.0, 0.0], [0.0, -0.2, 0.1], [0.0, 0.0, -0.1], [0.0, 0.0, 0.1], [0.0, 0.0, 0.0], [-0.1, 0.0, -0.1], [0.0, 0.0, 0.1], [0.1, 0.0, 0.0], [0.0, 0.1, 0.0], [0.0, 0.0, 0.0], [0.0, 0.0, 0.0], [0.0, 0.0, 0.0]], "lumo_ev": 4.220, "e_tot_ha": -161.1873, "total_charge": -1, "spin_multiplicity": 1, "e_homo_ev": -3.5, "relative_energy_kcal_mol": 0.0}